29
Properties=species:S:1:pos:R:3:forces:R:3 method="wB97M-V/def2-TZVPD" de_lowest_ev=2.870 total_energy_ha=-579.09930 lumo_energy_ev=0.52
C 2.73567 -0.82962 -1.81529 2.442 -1.657 -0.253
C 1.52110 -1.02880 -0.88891 3.311 2.972 0.338
C 0.36240 -0.90025 -1.69924 -3.813 0.877 -0.609
O 1.61053 -2.19545 -0.19423 0.471 -2.051 0.671
C 1.54142 0.18695 -0.00073 -2.152 3.402 1.775
C 0.60549 0.61538 0.95226 2.311 -0.507 -1.794
C -0.42387 -0.24703 1.60288 -2.145 0.542 0.716
C -1.23835 0.20920 2.60858 1.473 2.618 -1.156
C -1.13876 1.73740 3.01181 0.346 -0.558 1.853
C 0.35026 2.29247 2.81197 -1.471 -1.433 0.721
C 0.73311 2.12306 1.33592 0.526 0.427 1.606
C -0.04412 3.05938 0.35429 0.610 -1.677 0.384
O -0.11250 2.65749 -0.76906 -0.514 0.602 -1.120
H 2.78335 0.19918 -2.31289 -0.277 -1.625 0.708
H 2.82124 -1.69085 -2.58198 -0.450 1.507 0.888
H 3.68651 -0.98884 -1.18892 -1.208 0.543 -0.818
H -0.48723 -0.73506 -1.01238 -0.027 0.535 -0.579
H 0.42870 -0.09878 -2.46614 -0.287 -0.723 0.546
H 0.11982 -1.86190 -2.04337 -0.076 -1.315 -1.591
H 0.80926 -2.35941 0.30997 -0.052 0.110 0.031
H 2.08742 1.10292 -0.39212 -0.207 -1.533 0.472
H -0.82519 -1.18643 1.14901 1.308 0.389 0.426
H -1.95019 -0.34091 3.21325 -0.078 -0.385 -0.668
H -1.40064 1.75720 4.10337 0.596 0.004 -0.569
H -1.97564 2.41597 2.66746 1.000 -0.889 -0.619
H 1.01424 1.59123 3.44212 -0.852 1.286 -0.894
H 0.44628 3.33467 3.16612 -0.038 -0.477 -0.134
H 1.81000 2.50224 1.35661 -1.096 -0.790 -0.765
H -0.52419 4.02472 0.62579 0.346 -0.195 0.436


50
Properties=species:S:1:pos:R:3:forces:R:3 method="wB97M-V/def2-TZVPD" smiles="C=CBCCCS.COCCOC.COCCOC" total_energy_ha=-1237.70851 lumo_energy_ev=0.57
C -2.03077 1.78033 -4.06185 -1.697 -0.510 0.924
C -3.11283 1.12131 -3.44409 0.505 1.430 -0.374
B -3.50826 1.71168 -1.98997 -0.257 -0.603 -0.741
C -3.32978 0.83415 -0.62118 0.469 0.422 -1.324
C -1.90749 1.29002 -0.03664 -1.416 0.297 0.005
C -1.69142 0.90277 1.48001 1.307 -0.448 -0.647
S -2.53943 -0.68323 1.97967 0.908 0.003 0.034
H -2.09681 2.89336 -4.10957 0.901 -0.805 1.092
H -1.15088 1.27143 -4.51484 -1.273 0.302 -0.524
H -3.64557 0.27535 -3.94242 1.507 -0.423 1.094
H -3.90558 2.83255 -1.88474 0.340 0.248 -0.023
H -4.15316 1.06215 0.11198 0.803 -0.375 -0.678
H -3.31462 -0.23779 -0.94741 -0.071 0.711 0.884
H -1.93272 2.41938 -0.09370 0.492 -1.090 0.036
H -1.11677 0.88932 -0.72664 -0.579 0.417 0.880
H -0.58723 0.73254 1.62115 -1.119 0.253 0.118
H -1.97173 1.72191 2.18654 -0.080 -0.825 -0.665
H -1.48595 -1.58298 1.92094 -0.671 0.962 -0.044
C 2.17173 0.28173 3.37745 -0.105 0.077 -0.133
O 1.28409 1.32301 3.75598 0.224 -0.173 0.145
C 0.96023 1.28263 5.14201 -0.117 0.453 -0.177
C 1.75194 2.31885 5.92636 0.118 -0.442 0.199
O 3.14208 2.01122 5.93602 -0.124 0.141 -0.277
C 3.87865 2.79901 5.01386 0.122 -0.073 0.124
H 2.55436 0.50918 2.38135 -0.083 0.037 0.036
H 3.01621 0.19705 4.06506 -0.031 -0.009 0.019
H 1.63225 -0.67013 3.33716 0.082 -0.084 0.032
H 1.12005 0.28001 5.55041 0.068 0.046 0.011
H -0.10470 1.51638 5.22871 -0.023 -0.023 0.040
H 1.41376 2.30441 6.96651 -0.046 0.017 -0.001
H 1.57845 3.32386 5.52892 -0.012 -0.056 -0.068
H 3.98531 3.81898 5.39623 0.001 0.062 -0.099
H 3.40614 2.82235 4.02919 -0.035 0.018 0.020
H 4.87234 2.35969 4.91282 -0.074 -0.006 0.087
C 0.03271 -1.44231 -2.40232 -0.182 0.145 0.058
O -0.08514 -1.47893 -3.81040 0.206 -0.176 -0.037
C 1.12576 -1.85742 -4.45628 -0.398 -0.059 -0.282
C 1.08573 -3.31280 -4.89902 0.394 0.028 0.309
O 1.05571 -4.19379 -3.78128 -0.279 0.158 -0.089
C -0.24494 -4.70031 -3.52433 0.113 -0.109 0.091
H -0.97483 -1.37607 -1.98858 0.030 0.040 -0.042
H 0.51781 -2.33656 -2.00392 0.038 0.004 -0.041
H 0.59478 -0.55103 -2.10420 0.062 -0.032 0.146
H 1.98792 -1.67153 -3.80810 -0.023 -0.086 0.017
H 1.22729 -1.22458 -5.34273 0.048 -0.002 -0.023
H 2.00001 -3.53479 -5.45712 -0.003 0.025 -0.043
H 0.23346 -3.49476 -5.56124 -0.024 0.072 0.053
H -0.50539 -5.45615 -4.27187 -0.112 0.014 -0.009
H -0.99775 -3.90872 -3.52311 0.013 0.007 -0.039
H -0.23502 -5.17271 -2.54079 0.085 0.019 -0.074


35
Properties=species:S:1:pos:R:3:forces:R:3 method="wB97M-V/def2-TZVPD" de_lowest_ev=0.000 total_energy_ha=-2023.98441 lumo_energy_ev=6.05 total_charge=-3
Al 1.50608 -2.87980 0.54329 -2.671 -0.158 0.580
P -1.62746 -3.92845 -0.63171 1.613 -0.753 3.397
O -2.91287 -3.39023 0.02705 0.871 -0.523 -2.510
O -1.52189 -5.34663 -1.29496 -0.922 1.864 -0.154
O -0.75158 -4.43607 0.66782 0.863 -0.387 1.767
O -0.53669 -2.90637 -1.06809 -0.325 0.555 -1.369
P -0.32053 -1.50629 3.16350 -2.421 -0.435 0.459
O 0.25038 -1.74031 4.60054 -0.125 1.167 -0.922
O 0.53455 -0.82982 2.09898 1.015 1.439 -0.414
O -1.84150 -1.25660 3.05088 1.587 1.103 0.518
O -0.11325 -2.99776 2.79809 0.665 -4.098 -1.399
C -2.20829 1.46951 0.97933 -0.809 0.464 1.003
O -2.60051 2.63346 1.21034 0.585 -0.133 -1.096
N -1.63263 0.98853 -0.13462 0.374 0.671 0.508
C -1.32013 1.80168 -1.28335 -1.105 0.887 0.201
C -1.28296 -0.41337 -0.28164 -0.724 -0.606 -0.728
H -2.39533 0.74001 1.78047 0.505 -0.595 -0.371
H -0.38458 1.48918 -1.74361 0.066 0.124 0.105
H -1.37793 2.86480 -1.03057 0.709 -0.014 0.410
H -2.11925 1.78591 -2.03619 0.000 -0.718 -0.218
H -1.70262 -0.68002 -1.25366 0.156 -0.478 0.050
H -0.21640 -0.62785 -0.29909 -0.016 0.389 0.039
H -1.73714 -1.05772 0.47001 -0.022 0.216 0.135
C 2.43638 0.39947 -1.63448 -0.220 -0.482 1.393
O 2.49826 -0.70286 -1.13395 0.089 -0.060 -0.686
N 2.18630 1.51795 -0.92067 0.066 1.064 -1.718
C 2.45727 2.77661 -1.60153 0.405 -0.111 1.432
C 1.72224 1.53418 0.44817 -0.440 0.463 0.183
H 2.57037 0.61687 -2.70663 0.170 -0.211 -0.143
H 3.20657 3.29739 -0.99329 0.067 0.237 -0.087
H 1.58505 3.43304 -1.62221 -0.116 -0.117 -0.456
H 2.93996 2.57812 -2.55515 -0.422 0.173 -0.261
H 0.76228 1.02643 0.54375 0.526 -0.759 0.353
H 2.50202 1.19017 1.12502 -0.368 -0.383 0.155
H 1.44583 2.55684 0.71820 0.372 0.206 -0.154


25
Properties=species:S:1:pos:R:3:forces:R:3 method="wB97M-V/def2-TZVPD" de_lowest_ev=0.400 smiles=C[C@H]1Cc2ccc(F)c(F)c2[C@@]1(C)F total_energy_ha=-725.28253 lumo_energy_ev=0.82
C -2.96621 0.13840 -0.56359 3.082 -0.005 0.118
C -1.61870 -0.03493 0.15130 1.743 -0.523 0.104
C -0.86249 -1.40503 -0.14413 -2.017 0.517 -0.755
C 0.65421 -1.20582 -0.13034 -0.037 0.100 1.224
C 1.70237 -2.17833 -0.09286 -1.111 2.633 -0.165
C 2.99452 -1.62687 -0.05692 -0.985 -2.841 -0.433
C 3.25040 -0.29441 -0.04141 1.126 0.925 1.732
F 4.56716 -0.00394 0.22219 -0.615 0.589 -0.587
C 2.25122 0.67261 0.12121 -1.016 -3.115 -1.091
F 2.50036 1.92565 0.29340 0.475 1.859 0.270
C 0.95500 0.16127 0.01935 -2.950 1.658 -0.735
C -0.63403 1.10206 -0.15202 3.303 -2.051 0.038
C -0.83155 2.26994 0.74111 4.534 0.435 -0.951
F -0.65004 1.59919 -1.45279 -0.124 -0.617 0.149
H -2.71571 -0.08447 -1.56589 -0.141 0.006 -1.403
H -3.26269 1.12914 -0.48806 -0.625 2.019 -0.027
H -3.77037 -0.43754 -0.30225 -1.700 -1.846 1.147
H -1.59996 0.09379 1.23792 -0.778 -0.461 0.093
H -1.24687 -1.69227 -1.13570 0.598 -0.054 -0.119
H -1.40625 -2.13252 0.48701 1.186 -0.112 0.189
H 1.44802 -3.22593 -0.04777 0.384 -0.105 -0.138
H 3.81457 -2.34693 -0.02481 0.066 0.556 0.040
H -0.73099 2.02704 1.74802 0.669 -0.722 1.813
H -1.80823 2.49676 0.67786 -3.396 1.825 -0.755
H -0.03369 3.05312 0.49917 -1.669 -0.670 0.239


70
Properties=species:S:1:pos:R:3:forces:R:3 method="wB97M-V/def2-TZVPD" de_lowest_ev=0.000 smiles="COCCOCCOC.COCCOCCOC.CN(C)C=O.CN(C)C=O" total_energy_ha=-1422.34204 lumo_energy_ev=0.55
C -32.93382 -7.35662 -7.39356 0.836 -0.454 -0.842
O -33.11988 -8.51631 -8.19793 -0.046 0.452 0.213
C -32.60869 -9.67021 -7.58355 -0.304 -0.473 0.042
C -33.10889 -10.89520 -8.30760 -0.432 0.150 -0.248
O -32.61169 -10.97202 -9.63644 -0.176 -0.006 0.450
C -31.60306 -11.91378 -9.84199 0.223 -0.382 -0.593
C -30.27539 -11.63125 -9.18469 -0.041 -0.018 0.066
O -30.34525 -11.99828 -7.81463 -0.011 0.351 -0.111
C -29.17329 -11.65955 -7.10622 -0.155 -0.142 -0.093
H -33.23911 -6.49874 -7.98733 -0.495 -0.023 0.177
H -31.85547 -7.19238 -7.23142 -0.151 -0.156 0.350
H -33.46316 -7.47008 -6.44808 -0.060 0.289 0.101
H -32.98735 -9.76181 -6.55016 0.269 0.189 -0.002
H -31.51223 -9.70110 -7.59739 0.000 0.279 0.218
H -34.19761 -10.84562 -8.39823 0.002 0.103 0.080
H -32.86561 -11.77094 -7.70248 0.167 -0.121 -0.199
H -31.45956 -11.92902 -10.92692 0.114 0.000 0.085
H -31.90573 -12.93196 -9.55434 -0.155 0.108 0.106
H -30.01939 -10.56739 -9.27462 0.047 -0.058 -0.077
H -29.51919 -12.22785 -9.71353 0.147 0.062 0.157
H -29.40798 -11.77721 -6.05034 0.193 -0.199 0.044
H -28.86057 -10.61925 -7.26147 -0.077 -0.019 -0.182
H -28.36438 -12.32522 -7.42773 0.158 0.094 0.248
C -23.14485 -6.86549 -3.92681 0.282 0.277 -1.242
O -23.80929 -8.10151 -4.03376 0.206 -0.187 0.532
C -24.28601 -8.56390 -2.79334 -0.094 -0.910 0.084
C -23.22123 -9.23122 -1.92690 -0.199 1.194 -0.001
O -22.71604 -10.40266 -2.50179 0.136 -0.199 0.297
C -21.58767 -10.86510 -1.74595 -0.488 0.294 -0.123
C -21.24154 -12.24877 -2.17754 0.436 -0.392 -1.658
O -22.18906 -13.16769 -1.70917 0.076 0.367 0.361
C -21.99295 -14.44238 -2.24373 -0.086 -0.217 -0.617
H -22.48667 -6.80120 -4.79886 0.024 -0.008 0.118
H -22.51420 -6.75377 -3.04474 -0.210 -0.030 0.183
H -23.86110 -6.04385 -4.04188 0.019 0.067 0.456
H -25.05427 -9.31438 -3.01010 -0.036 0.160 -0.042
H -24.73838 -7.75201 -2.21250 -0.042 0.017 0.001
H -23.66571 -9.39478 -0.93269 0.067 -0.269 -0.079
H -22.42501 -8.48022 -1.77836 0.124 -0.287 0.025
H -21.85812 -10.86013 -0.68455 0.199 0.041 0.049
H -20.76145 -10.17577 -1.94396 0.161 -0.080 0.224
H -20.19780 -12.54770 -1.98545 -0.192 0.129 0.824
H -21.21697 -12.26961 -3.29096 -0.401 0.142 0.205
H -22.03492 -14.42352 -3.34404 0.000 0.095 0.044
H -22.81753 -15.06547 -1.90720 0.187 -0.150 0.202
H -21.01243 -14.85234 -1.97722 -0.107 -0.127 0.217
C -24.82679 -11.75995 -7.35628 0.721 -0.577 0.167
N -24.05452 -11.54378 -6.13998 -0.329 0.273 0.293
C -24.32835 -12.43778 -5.03873 -0.273 -0.098 -0.012
C -23.04558 -10.64232 -6.07042 -0.227 -0.011 -0.480
O -22.73191 -9.88829 -6.97723 -0.045 -0.020 0.117
H -24.79301 -10.88178 -7.98434 -0.064 -0.011 -0.119
H -25.84457 -12.05776 -7.11011 -0.097 0.314 0.099
H -24.38425 -12.61547 -7.88303 -0.088 0.178 -0.236
H -23.96562 -13.44400 -5.26953 0.084 -0.042 0.226
H -23.91295 -12.05422 -4.10953 0.309 -0.085 -0.025
H -25.40810 -12.51494 -4.87656 0.024 0.041 -0.101
H -22.52201 -10.65985 -5.10679 -0.045 0.049 0.136
C -25.82092 -7.44297 -6.21652 0.370 -0.142 0.241
N -26.35778 -7.72122 -7.52350 0.292 0.352 0.022
C -27.72586 -7.30579 -7.74260 -0.088 -0.354 0.041
C -25.67646 -8.51721 -8.38702 -0.667 0.177 0.522
O -26.17225 -8.96610 -9.39649 0.133 -0.223 -0.573
H -25.69360 -6.37574 -6.00701 -0.327 0.031 -0.134
H -24.83047 -7.87768 -6.10679 -0.040 -0.177 -0.125
H -26.45681 -7.89697 -5.44890 0.031 0.149 0.076
H -28.01393 -7.31647 -8.78933 0.335 -0.009 -0.130
H -28.41099 -7.99358 -7.22915 -0.040 0.202 0.108
H -27.83426 -6.29952 -7.34093 -0.190 0.011 0.014
H -24.66075 -8.73950 -8.02736 0.104 0.019 -0.175


10
Properties=species:S:1:pos:R:3:forces:R:3 method="wB97M-V/def2-TZVPD" de_lowest_ev=0.000 total_energy_ha=-612.88351 lumo_energy_ev=-10.28 total_charge=+2
C 0.53609 0.34860 -1.09984 -1.349 0.250 -0.603
C 0.22084 1.39327 -0.10052 1.316 0.179 -0.499
O -0.29264 0.60306 0.96020 -0.115 -0.247 0.391
C -0.31713 -0.66418 0.66115 0.133 0.779 -0.010
O 0.22652 -0.80540 -0.69315 0.366 -0.515 -0.178
O -0.68455 -1.60469 1.25826 0.654 2.129 -0.400
Tl -1.28764 -3.74882 1.61172 -0.830 -2.794 0.608
F 0.90141 0.52963 -2.27587 0.373 -0.115 0.264
H -0.52585 2.11548 -0.46560 0.325 0.043 0.132
H 1.22294 1.83304 0.14365 -0.873 0.293 0.294